16
Properties=species:S:1:pos:R:3 method="wB97M-V/def2-TZVPD" homo_lumo_gap_ev=10.5 e_above_lowest_ev=0.000 total_energy_ev=-16488.7974 e_homo_ev=-10.03 smiles="CCOC(C)=O.I"
C -1.94 -1.66 0.36
C -0.54 -1.04 0.49
O -0.40 0.14 -0.30
C 0.37 1.16 0.28
C 0.51 2.19 -0.79
O 0.89 1.21 1.36
H -2.15 -1.87 -0.59
H -1.94 -2.66 0.78
H -2.76 -1.16 0.82
H 0.02 -1.82 0.05
H -0.10 -0.82 1.49
H -0.59 2.59 -0.91
H 0.77 1.67 -1.77
H 1.32 3.01 -0.52
I 4.03 -0.26 -0.58
H 2.53 -0.69 -0.18